a) ORCA calculation (wB97M-V/def2-TZVPD) on a cluster of 10 separate species, C7H33NO9 in total.

Calculated values
- SMILES string = C=CCCCNCC.O.O.O.O.O.O.O.O.O
- highest occupied orbital energy (eV) = -8.76
- LUMO energy (eV) = 0.30

Last column: natural (NBO) charge in e.
CARTESIAN COORDINATES (ANGSTROEM)
C (2.17, -0.70, 1.65)  -0.42
C (1.65, -1.94, 0.94)  -0.47
C (0.70, -2.74, 1.85)  -0.15
C (-0.53, -2.41, 2.21)  -0.45
C (1.30, 0.60, 1.53)  -0.23
N (0.63, 0.87, 0.29)  -0.70
C (-0.74, 0.39, -0.07)  -0.21
C (-0.84, 0.50, -1.58)  -0.67
H (3.16, -0.65, 1.18)  0.21
H (2.50, -0.83, 2.70)  0.21
H (1.19, -1.61, -0.03)  0.22
H (2.32, -2.70, 0.47)  0.23
H (1.20, -3.56, 2.38)  0.20
H (-1.04, -3.03, 2.93)  0.20
H (-1.06, -1.52, 1.93)  0.19
H (2.07, 1.34, 1.81)  0.21
H (0.53, 0.39, 2.27)  0.20
H (1.12, 0.84, -0.60)  0.40
H (-0.84, -0.64, 0.25)  0.17
H (-1.55, 0.90, 0.43)  0.18
H (-0.96, -0.47, -2.08)  0.22
H (-1.73, 1.10, -1.79)  0.22
H (-0.09, 1.06, -2.16)  0.24
H (-3.02, -0.67, -1.26)  0.51
H (-3.00, -1.27, -2.67)  0.49
O (-3.16, -1.50, -1.75)  -0.93
H (-1.99, -2.49, -1.47)  0.50
H (-1.06, -2.98, -0.31)  0.48
O (-1.13, -3.02, -1.28)  -1.02
H (-2.16, 3.14, 2.91)  0.50
H (-2.66, 2.98, 1.45)  0.47
O (-2.91, 2.86, 2.36)  -0.98
H (2.46, 1.45, -3.18)  0.48
H (3.35, 2.08, -2.20)  0.47
O (2.43, 2.12, -2.48)  -0.94
H (0.14, 2.81, 3.37)  0.47
H (0.28, 3.10, 1.88)  0.50
O (-0.30, 3.28, 2.66)  -0.99
H (3.40, -0.77, -2.99)  0.47
H (1.95, -1.20, -2.65)  0.51
O (2.66, -0.58, -2.40)  -0.98
H (1.25, 2.80, 0.15)  0.50
H (0.90, 4.31, 0.26)  0.48
O (1.46, 3.62, 0.65)  -0.96
H (0.17, -3.06, -3.67)  0.47
H (0.36, -2.89, -2.16)  0.51
O (0.82, -2.78, -3.03)  -1.00
H (-3.18, 1.16, 0.97)  0.49
H (-4.57, 0.99, 0.19)  0.49
O (-3.67, 1.33, 0.15)  -0.98

---

b) ORCA calculation (wB97M-V/def2-TZVPD) on a cluster of 10 separate species, C7H33NO9 in total.

Calculated values
- SMILES string = C/C=C(\C)C[C@@H](C)N.O.O.O.O.O.O.O.O.O
- highest occupied orbital energy (eV) = -9.13
- LUMO energy (eV) = 0.20

Last column: natural (NBO) charge in e.
CARTESIAN COORDINATES (ANGSTROEM)
C (-0.52, 2.01, 0.53)  -0.64
C (-0.71, 1.16, -0.71)  -0.05
C (-0.03, -0.20, -0.52)  -0.45
C (-0.16, -1.13, -1.68)  0.03
C (0.91, -1.54, -2.38)  -0.21
C (0.85, -2.55, -3.48)  -0.67
C (-1.52, -1.67, -2.00)  -0.66
N (-0.14, 1.82, -1.91)  -0.86
H (-0.71, 1.47, 1.47)  0.23
H (-1.16, 2.90, 0.51)  0.18
H (0.53, 2.31, 0.67)  0.24
H (-1.79, 1.00, -0.91)  0.18
H (-0.42, -0.68, 0.39)  0.23
H (1.02, -0.02, -0.30)  0.22
H (1.89, -1.18, -2.10)  0.20
H (1.79, -2.66, -4.00)  0.22
H (0.57, -3.54, -3.11)  0.23
H (0.08, -2.30, -4.21)  0.21
H (-1.58, -2.70, -1.67)  0.23
H (-2.29, -1.15, -1.42)  0.21
H (-1.77, -1.62, -3.06)  0.22
H (0.87, 1.75, -1.85)  0.36
H (-0.39, 2.80, -1.94)  0.37
H (-2.50, 0.25, 4.32)  0.51
H (-0.95, 0.29, 4.62)  0.49
O (-1.71, -0.29, 4.57)  -0.99
H (-4.65, 0.95, 4.03)  0.48
H (-3.82, 1.67, 2.90)  0.51
O (-3.79, 1.36, 3.83)  -0.99
H (-4.39, 3.26, 1.33)  0.49
H (-3.07, 2.48, 0.95)  0.49
O (-3.97, 2.40, 1.32)  -0.95
H (2.66, 1.08, -2.80)  0.51
H (4.16, 0.95, -2.55)  0.48
O (3.36, 1.28, -2.12)  -1.00
H (0.65, 0.93, -3.61)  0.51
H (1.51, -0.19, -4.31)  0.49
O (1.51, 0.74, -4.02)  -0.97
H (4.52, 0.88, 0.70)  0.48
H (3.35, 1.25, -0.28)  0.51
O (3.60, 1.15, 0.67)  -0.99
H (2.91, 0.45, 2.13)  0.49
H (2.33, -0.89, 2.65)  0.49
O (2.54, 0.02, 2.94)  -1.02
H (1.31, -2.16, 1.06)  0.47
H (0.67, -2.47, 2.47)  0.51
O (1.52, -2.33, 1.99)  -0.98
H (-0.84, -3.09, 4.03)  0.47
H (-1.30, -1.70, 3.64)  0.51
O (-0.93, -2.54, 3.25)  -0.99

---

Most stable: b)